{"formula": "C5H8N", "method": "ωB97M-V/def2-TZVPD", "total_charge": 1, "max_force_ev_per_a": 4.84, "smiles": "C/C=C1C=[N+]/1C", "orbital_gap_ha": 0.3255, "homo_ev": -14.2, "e_lumo_ev": -5.328, "e_above_lowest_kcal_mol": 119.3, "symbols": ["N", "C", "C", "C", "C", "C", "H", "H", "H", "H", "H", "H", "H", "H"], "xyz": [[0.390, 1.005, 0.593], [-0.742, 0.170, 0.056], [1.731, 1.357, 0.921], [-1.231, -0.829, -0.611], [-0.678, 1.489, 0.080], [-0.630, -2.127, -0.791], [-2.260, -0.528, -0.971], [0.166, -2.027, -1.552], [1.844, 2.332, 1.399], [-1.266, 2.369, 0.075], [-1.422, -2.690, -1.237], [2.403, 1.343, 0.109], [-0.407, -2.358, 0.210], [2.102, 0.495, 1.718]]}

{"formula": "C7H6N4O2", "method": "ωB97M-V/def2-TZVPD", "max_force_ev_per_a": 5.00, "smiles": "O=C(Nn1cnnc1)c1ccoc1", "orbital_gap_ha": 0.3572, "homo_ev": -9.5, "e_lumo_ev": 0.189, "e_above_lowest_kcal_mol": 60.0, "symbols": ["O", "O", "N", "N", "N", "N", "C", "C", "C", "C", "C", "C", "C", "H", "H", "H", "H", "H", "H"], "xyz": [[0.804, -0.362, 1.363], [1.761, 3.587, 0.539], [-0.524, -0.245, -0.608], [-1.053, -1.594, -0.550], [-1.613, -3.449, 0.553], [-0.859, -3.755, -0.540], [1.644, 2.249, 0.899], [-0.612, -2.597, -1.308], [0.098, 2.529, -0.739], [0.380, 0.167, 0.306], [0.867, 1.524, 0.086], [0.799, 3.677, -0.539], [-1.739, -2.163, 0.621], [0.587, 4.652, -0.926], [-0.126, -2.645, -2.342], [2.414, 1.911, 1.575], [-2.046, -1.661, 1.463], [-1.164, 0.371, -1.223], [-0.457, 2.564, -1.701]]}

{"formula": "C36H37F3O3P2STi", "method": "ωB97M-V/def2-TZVPD", "max_force_ev_per_a": 3.83, "orbital_gap_ha": [0.2086, 0.1868], "homo_ev": [-5.5, -5.2], "e_lumo_ev": [0.214, -0.161], "multiplicity": 3, "symbols": ["Ti", "S", "P", "P", "F", "F", "F", "O", "O", "O", "C", "C", "C", "C", "C", "C", "C", "C", "C", "C", "C", "C", "C", "C", "C", "C", "C", "C", "C", "C", "C", "C", "C", "C", "C", "C", "C", "C", "C", "C", "C", "C", "C", "C", "C", "C", "H", "H", "H", "H", "H", "H", "H", "H", "H", "H", "H", "H", "H", "H", "H", "H", "H", "H", "H", "H", "H", "H", "H", "H", "H", "H", "H", "H", "H", "H", "H", "H", "H", "H", "H", "H", "H"], "xyz": [[-0.868, -3.174, 1.466], [1.683, -1.364, 1.807], [-0.759, -2.581, -1.163], [-2.852, 0.122, 0.265], [1.845, 1.153, 0.578], [1.503, 1.242, 2.769], [3.478, 0.681, 1.949], [0.351, -1.840, 2.501], [2.867, -1.864, 2.459], [1.450, -1.675, 0.391], [-3.052, -0.258, 2.039], [1.157, -1.897, -3.071], [1.080, -5.080, 1.776], [-0.004, -4.914, 0.878], [-3.370, -0.964, 4.740], [-3.012, -5.492, -1.270], [-4.998, 2.771, -1.951], [0.232, -4.315, -0.418], [1.774, -1.981, -4.314], [-3.931, 1.492, -0.187], [-1.706, -5.834, -0.687], [-2.730, -4.051, 1.911], [2.530, -5.182, -0.179], [-2.916, -5.425, 2.594], [-4.016, -4.984, -0.195], [-2.100, 0.117, 2.996], [-0.586, -3.365, -3.895], [2.133, 0.557, 1.774], [-4.826, 2.038, 0.754], [0.081, -3.443, -5.124], [-2.561, -6.614, 1.629], [-4.197, -0.961, 2.471], [-1.570, -6.454, 0.550], [-1.155, 0.522, 0.040], [-2.248, -0.237, 4.334], [-5.822, 2.924, 0.322], [-4.004, 1.883, -1.540], [-3.424, -3.941, 0.710], [2.323, -5.334, 1.209], [-3.236, -1.190, -0.873], [1.271, -2.765, -5.354], [-2.427, -2.079, -1.555], [-4.344, -1.334, 3.806], [-0.031, -2.617, -2.833], [-5.921, 3.270, -1.028], [1.484, -4.671, -0.971], [-2.113, -7.375, 2.288], [-3.449, -7.026, 1.128], [-6.687, 3.939, -1.398], [-4.310, -1.290, -1.068], [-6.552, 3.348, 1.013], [-2.720, -3.184, 2.631], [-5.025, 3.028, -3.005], [3.519, -5.481, -0.599], [-3.386, -6.441, -1.688], [1.760, -2.828, -6.329], [-4.973, -1.231, 1.758], [1.584, -1.276, -2.277], [-3.454, -1.253, 5.783], [-1.528, -3.879, -3.735], [-5.214, -1.907, 4.135], [-0.914, -5.899, -1.460], [-2.321, -5.428, 3.517], [1.670, -4.542, -2.048], [-2.910, -4.777, -2.101], [-0.502, -0.288, 0.398], [-3.292, 1.421, -2.231], [-0.631, -6.921, 0.847], [-0.919, 1.449, 0.615], [0.828, -5.112, 2.854], [-3.738, -2.939, 0.417], [-4.794, 1.783, 1.822], [-0.340, -4.060, -5.900], [-1.231, 0.692, 2.684], [-1.046, -4.909, 1.466], [-4.851, -4.511, -0.751], [-4.463, -5.841, 0.359], [-1.468, 0.065, 5.038], [2.689, -1.440, -4.499], [-2.845, -2.611, -2.424], [3.146, -5.620, 1.878], [-3.967, -5.581, 2.885], [-0.927, 0.713, -1.019]]}